# C43H84B2FN5OS2

5 unconnected molecules or ions with the total composition C43H84B2FN5OS2 (ωB97M-V with the def2-TZVPD basis set, the OMol25 dataset).

Properties
Total charge: 0
Highest occupied orbital energy (eV): -8.0
Molecular weight (g mol⁻¹): 791.93
Kohn-Sham gap (eV): 7.64
SMILES string: CB(O)B(CCCSC(=S)N(c1ccccc1)c1ccccc1)[C@H](C)F.CCN(CC)CC.CCN(CC)CC.CCN(CC)CC.CCN(CC)CC

XYZ file:
```
138
Properties=species:S:1:pos:R:3:lowdin_charge:R:1
C -4.208 4.108 -0.199 -0.02
B -4.696 2.586 0.113 -0.42
O -3.749 1.686 0.687 0.06
B -6.260 2.184 -0.302 -0.13
C -6.707 1.420 -1.647 -0.12
C -5.485 0.903 -2.533 -0.25
C -5.004 2.158 -3.394 -0.46
S -3.450 1.800 -4.312 0.84
C -1.998 2.193 -3.248 -1.00
S -1.058 3.461 -3.769 0.69
N -1.690 1.489 -2.025 -0.09
C -0.467 1.951 -1.379 -0.28
C 0.899 1.619 -1.785 -0.03
C 2.046 2.152 -1.033 -0.07
C 1.894 2.996 0.170 -0.07
C 0.523 3.297 0.591 -0.06
C -0.624 2.795 -0.187 0.00
C -1.733 0.041 -2.166 -0.23
C -1.990 -0.724 -0.920 -0.01
C -2.058 -2.180 -0.888 -0.07
C -1.877 -2.944 -2.128 -0.07
C -1.588 -2.189 -3.364 -0.05
C -1.510 -0.714 -3.397 -0.03
C -7.459 2.628 0.704 -0.28
C -6.988 2.266 2.170 -0.04
F -8.679 1.952 0.372 -0.08
H -3.665 4.144 -1.194 0.07
H -5.129 4.743 -0.295 0.07
H -3.497 4.502 0.575 0.05
H -3.854 0.870 0.152 0.07
H -7.234 2.205 -2.282 0.13
H -7.489 0.626 -1.470 0.12
H -5.899 0.089 -3.197 0.11
H -4.649 0.451 -1.937 0.09
H -5.808 2.291 -4.178 0.09
H -4.980 3.097 -2.781 0.08
H 1.080 0.963 -2.677 0.11
H 3.103 1.909 -1.321 0.10
H 2.739 3.412 0.764 0.09
H 0.321 3.911 1.500 0.09
H -1.653 3.045 0.164 0.08
H -2.128 -0.163 0.042 0.11
H -2.249 -2.686 0.087 0.10
H -1.955 -4.056 -2.128 0.09
H -1.453 -2.786 -4.296 0.09
H -1.312 -0.179 -4.357 0.10
H -7.634 3.727 0.533 0.15
H -6.528 1.244 2.139 0.09
H -6.302 3.061 2.563 0.08
H -7.913 2.247 2.817 0.09
C -0.130 -9.826 -5.997 -0.09
C 0.226 -8.629 -5.126 -0.27
N -0.832 -7.632 -5.045 -0.19
C -0.393 -6.372 -4.461 -0.25
C 0.059 -6.383 -2.999 -0.09
C -2.131 -8.111 -4.592 -0.25
C -2.205 -8.788 -3.221 -0.09
H -0.434 -9.510 -6.998 0.08
H 0.740 -10.478 -6.102 0.07
H -0.933 -10.425 -5.561 0.06
H 1.111 -8.161 -5.570 0.12
H 0.526 -8.989 -4.132 0.10
H -1.184 -5.625 -4.579 0.10
H 0.439 -5.994 -5.067 0.11
H -0.787 -6.462 -2.316 0.05
H 0.568 -5.444 -2.766 0.06
H 0.760 -7.193 -2.785 0.06
H -2.513 -8.816 -5.338 0.10
H -2.848 -7.285 -4.616 0.11
H -1.395 -9.504 -3.064 0.07
H -3.145 -9.340 -3.136 0.07
H -2.189 -8.061 -2.409 0.05
C -3.382 8.328 6.157 -0.09
C -3.463 6.934 5.550 -0.27
N -3.960 6.922 4.182 -0.19
C -4.310 5.590 3.707 -0.25
C -3.184 4.563 3.576 -0.08
C -3.238 7.755 3.229 -0.25
C -1.742 7.493 3.042 -0.08
H -4.344 8.842 6.097 0.08
H -3.106 8.256 7.212 0.07
H -2.626 8.944 5.666 0.06
H -4.148 6.351 6.175 0.12
H -2.478 6.453 5.632 0.10
H -4.823 5.675 2.742 0.10
H -5.064 5.178 4.388 0.11
H -2.554 4.763 2.709 0.04
H -3.611 3.567 3.435 0.07
H -2.552 4.521 4.465 0.07
H -3.363 8.801 3.528 0.10
H -3.732 7.697 2.254 0.11
H -1.218 7.358 3.990 0.07
H -1.282 8.346 2.536 0.07
H -1.560 6.619 2.416 0.05
C 3.080 -4.189 -0.925 -0.09
C 3.867 -5.468 -1.179 -0.27
N 4.804 -5.370 -2.288 -0.20
C 5.336 -6.660 -2.710 -0.25
C 6.203 -7.433 -1.713 -0.09
C 5.775 -4.288 -2.214 -0.25
C 6.699 -4.240 -0.994 -0.09
H 2.563 -3.857 -1.829 0.07
H 2.326 -4.366 -0.155 0.07
H 3.720 -3.378 -0.572 0.06
H 3.137 -6.252 -1.405 0.11
H 4.368 -5.767 -0.247 0.10
H 5.899 -6.531 -3.640 0.11
H 4.488 -7.299 -2.984 0.11
H 7.198 -6.997 -1.620 0.05
H 6.338 -8.459 -2.065 0.07
H 5.750 -7.487 -0.722 0.07
H 5.232 -3.339 -2.264 0.10
H 6.389 -4.292 -3.120 0.11
H 6.164 -4.413 -0.058 0.07
H 7.160 -3.251 -0.924 0.07
H 7.510 -4.963 -1.071 0.05
C 3.842 4.531 4.855 -0.09
C 4.610 3.239 4.606 -0.27
N 5.549 3.318 3.493 -0.20
C 6.062 2.016 3.079 -0.25
C 6.916 1.241 4.085 -0.09
C 6.540 4.384 3.560 -0.25
C 7.466 4.423 4.779 -0.09
H 3.330 4.866 3.950 0.07
H 3.087 4.369 5.627 0.07
H 4.495 5.334 5.203 0.06
H 3.867 2.467 4.384 0.12
H 5.109 2.937 5.538 0.10
H 6.628 2.128 2.149 0.11
H 5.207 1.387 2.808 0.11
H 7.917 1.664 4.176 0.05
H 7.039 0.210 3.743 0.07
H 6.460 1.202 5.076 0.07
H 6.013 5.342 3.505 0.10
H 7.152 4.364 2.653 0.11
H 6.930 4.264 5.716 0.07
H 7.945 5.404 4.842 0.07
H 8.264 3.685 4.704 0.05
```

***

# C15H33N9O2SW

A molecular structure, C15H33N9O2SW (ωB97M-V with the def2-TZVPD basis set, the OMol25 dataset).

Properties
Total charge: +4
Highest occupied orbital energy (alpha / beta) (eV): -19.7 / -19.9
Molecular weight (g mol⁻¹): 587.40
Kohn-Sham gap (alpha / beta) (eV): 3.79 / 4.23

XYZ file:
```
61
Properties=species:S:1:pos:R:3:lowdin_charge:R:1
W 0.198 0.557 0.453 1.66
N 0.562 -1.471 0.072 -0.37
N 0.664 -2.695 0.690 0.02
C 0.554 -2.443 2.012 -0.66
N 0.745 -3.462 2.868 0.21
S 0.228 -0.870 2.421 1.00
H -0.184 -1.518 -1.037 0.22
H 1.487 -1.250 -0.868 0.18
H 1.363 -3.374 0.409 0.19
H 0.539 -4.401 2.557 0.16
H 0.545 -3.264 3.841 0.14
N 1.453 1.863 1.491 -0.15
C 2.898 1.877 1.522 -0.16
C 3.314 1.194 0.202 -0.15
N 2.192 0.344 -0.128 -0.19
H 0.962 2.893 1.225 0.22
H 0.785 1.916 2.627 0.30
H 3.247 1.284 2.374 0.15
H 3.303 2.890 1.605 0.16
H 4.246 0.631 0.307 0.15
H 3.439 1.947 -0.584 0.15
H 2.363 -0.794 0.092 0.18
H 1.994 0.000 -1.386 0.26
O -0.850 2.204 0.502 -0.33
N -1.668 2.689 1.289 0.13
N -1.793 1.829 2.285 -0.04
O -0.979 0.727 2.082 -0.55
C -2.632 1.974 3.423 -0.15
C -2.693 0.996 4.432 0.02
C -3.520 1.143 5.552 0.00
C -4.311 2.280 5.688 0.03
C -4.274 3.266 4.707 0.01
C -3.444 3.112 3.590 0.03
H -2.079 0.103 4.337 0.10
H -3.537 0.364 6.307 0.14
H -4.954 2.395 6.555 0.15
H -4.886 4.157 4.801 0.14
H -3.428 3.893 2.835 0.13
C 1.813 -2.825 -2.737 -0.01
C 0.306 -2.646 -2.830 -0.15
N -0.051 -1.368 -3.464 0.00
C -0.377 -1.416 -4.889 -0.16
C 0.819 -1.048 -5.752 -0.03
C -0.060 -0.206 -2.706 -0.26
C -0.470 1.119 -3.323 0.07
N 0.288 -0.219 -1.457 -0.29
H 2.050 -3.758 -2.218 0.11
H 2.287 -2.004 -2.190 0.06
H 2.270 -2.871 -3.730 0.11
H -0.138 -2.710 -1.829 0.10
H -0.119 -3.488 -3.390 0.16
H -1.217 -0.751 -5.115 0.13
H -0.720 -2.418 -5.173 0.15
H 1.203 -0.052 -5.514 0.08
H 0.536 -1.056 -6.809 0.11
H 1.639 -1.759 -5.621 0.08
H -1.429 1.018 -3.837 0.12
H 0.295 1.446 -4.031 0.12
H -0.582 1.891 -2.557 0.08
H 0.245 0.726 -1.045 -0.15
H -0.436 1.408 -0.933 0.12
```